Record 1
This record from the Open Molecules 2025 dataset describes an isolated molecule of C5H9N in a non-equilibrium geometry. The level of theory is wB97M-V/def2-TZVPD.

Each line ends with the Löwdin charge.
Cartesian coordinates (Å):
C: -1.29 0.93 -1.63  -0.1296
N: -0.77 -1.26 0.31  0.1084
C: 0.22 -0.37 -0.09  -0.3833
C: 0.02 0.59 -1.01  -0.1390
C: 1.52 -0.31 2.00  0.0065
C: 1.47 -0.33 0.68  -0.1456
H: -1.89 0.14 -2.12  0.0729
H: -1.09 1.60 -2.47  0.0661
H: -2.05 1.39 -0.99  0.0735
H: -1.72 -0.89 0.20  0.0897
H: -0.71 -1.75 1.16  0.0683
H: 0.88 1.18 -1.28  0.0959
H: 0.61 -0.26 2.58  0.0570
H: 2.44 -0.20 2.55  0.0519
H: 2.37 -0.46 0.09  0.1073

Calculated values
HOMO	-7.83	eV
total charge	0
F_max	1.7	eV/A
relative energy (zero: lowest compared OMol25 entry of this formula, charge and spin)	124.60	kJ/mol
LUMO energy	1.061	eV
SMILES string	C=C/C(N)=C/C
frontier orbital gap	8.89	eV

***

Record 2
This record from the Open Molecules 2025 dataset describes an isolated molecule of C5H9N. The level of theory is wB97M-V/def2-TZVPD.

Each line ends with the Löwdin charge.
Cartesian coordinates (Å):
C: 2.21 0.48 -0.61  -0.1561
C: 0.95 0.06 0.01  -0.0100
C: -1.44 -0.46 1.33  -0.1728
N: -1.55 0.23 0.05  -0.1189
C: -0.26 0.76 -0.44  -0.2634
C: -1.52 -1.23 0.08  -0.1738
H: 2.23 1.09 -1.53  0.0749
H: 2.84 -0.41 -0.73  0.0765
H: 2.67 1.04 0.23  0.1002
H: -2.31 -0.41 1.97  0.1001
H: -0.44 -0.40 1.77  0.0779
H: -0.14 1.82 -0.13  0.1438
H: -0.30 0.80 -1.54  0.1326
H: -0.58 -1.66 -0.27  0.0889
H: -2.43 -1.75 -0.18  0.1001

Calculated values
HOMO	-8.29	eV
total charge	0
F_max	0.4	eV/A
relative energy (zero: lowest compared OMol25 entry of this formula, charge and spin)	473.46	kJ/mol
LUMO energy	0.086	eV
frontier orbital gap	8.38	eV

***

Record 3
This record from the Open Molecules 2025 dataset describes an isolated molecule of C5H9N in a non-equilibrium geometry. The level of theory is wB97M-V/def2-TZVPD.

Each line ends with the Löwdin charge.
Cartesian coordinates (Å):
C: 2.16 0.60 -0.42  -0.1433
N: 1.18 0.16 0.52  -0.0705
C: -0.15 0.13 0.12  -0.3759
C: -0.64 0.80 -0.94  0.0395
C: -2.36 -0.99 0.74  0.0072
C: -1.05 -0.77 0.91  -0.1305
H: 2.32 -0.08 -1.32  0.1053
H: 3.13 0.66 0.10  0.0805
H: 1.99 1.59 -0.83  0.0684
H: 1.45 -0.73 0.90  0.1151
H: -0.11 1.66 -1.31  0.0442
H: -1.58 0.46 -1.38  0.0508
H: -2.84 -1.92 1.01  0.0557
H: -2.98 -0.30 0.16  0.0571
H: -0.54 -1.27 1.74  0.0964

Calculated values
HOMO	-7.90	eV
total charge	0
F_max	2.0	eV/A
relative energy (zero: lowest compared OMol25 entry of this formula, charge and spin)	186.92	kJ/mol
LUMO energy	0.902	eV
SMILES string	C=CC(=C)NC
frontier orbital gap	8.80	eV

***

Record 4
This record from the Open Molecules 2025 dataset describes an isolated molecule of C5H9N in a non-equilibrium geometry. The level of theory is wB97M-V/def2-TZVPD.

Each line ends with the Löwdin charge.
Cartesian coordinates (Å):
C: 2.10 -0.41 0.15  -0.0497
C: -1.38 1.39 0.13  -0.1096
C: 0.62 -0.19 0.15  -0.4012
C: 0.05 1.00 -0.10  -0.1159
C: -1.10 -1.66 -0.27  -0.0302
N: -0.11 -1.33 0.43  0.0227
H: 0.71 1.84 -0.30  0.0974
H: 2.39 -1.04 -0.69  0.0772
H: 2.64 0.53 0.08  0.0716
H: 2.40 -0.92 1.06  0.0773
H: -1.72 -2.48 0.08  0.0688
H: -1.36 -1.26 -1.25  0.0903
H: -1.43 2.26 0.79  0.0705
H: -1.85 1.68 -0.82  0.0717
H: -1.95 0.58 0.57  0.0592

Calculated values
HOMO	-8.43	eV
total charge	0
F_max	1.5	eV/A
relative energy (zero: lowest compared OMol25 entry of this formula, charge and spin)	118.08	kJ/mol
LUMO energy	1.059	eV
SMILES string	C=N/C(C)=C\C
frontier orbital gap	9.49	eV

***

Record 5
This record from the Open Molecules 2025 dataset describes an isolated molecule of C5H9N. The level of theory is wB97M-V/def2-TZVPD.

Each line ends with the Löwdin charge.
Cartesian coordinates (Å):
C: -1.18 0.71 0.77  -0.1915
C: -1.16 0.63 -0.77  -0.1673
C: -0.20 -0.36 1.14  -0.1188
N: 0.72 -0.51 0.18  -0.2417
C: 1.95 -1.01 0.26  -0.0378
C: 0.23 0.09 -1.10  -0.1232
H: -0.83 1.71 1.10  0.1024
H: -2.17 0.57 1.22  0.1036
H: -1.94 -0.08 -1.08  0.1092
H: -1.34 1.59 -1.26  0.1065
H: -0.04 -0.81 2.11  0.1100
H: 2.32 -1.25 1.25  0.0520
H: 2.47 -1.27 -0.65  0.0454
H: 0.24 -0.70 -1.87  0.1255
H: 0.96 0.85 -1.39  0.1257

Calculated values
HOMO	-6.40	eV
total charge	0
F_max	0.5	eV/A
relative energy (zero: lowest compared OMol25 entry of this formula, charge and spin)	209.65	kJ/mol
LUMO energy	1.080	eV
frontier orbital gap	7.48	eV

***

Record 6
This record from the Open Molecules 2025 dataset describes an isolated molecule of C5H9N in a non-equilibrium geometry. The level of theory is wB97M-V/def2-TZVPD.

Each line ends with the Löwdin charge.
Cartesian coordinates (Å):
C: -1.95 -1.15 0.23  -0.1152
N: -0.57 -0.96 -0.18  -0.0647
C: 0.16 0.16 0.21  -0.4119
C: -0.28 1.06 1.11  0.0399
C: 2.11 0.87 -1.18  0.0157
C: 1.59 0.14 -0.20  -0.1418
H: -1.99 -1.33 1.30  0.0833
H: -2.29 -2.07 -0.24  0.0786
H: -2.56 -0.28 -0.03  0.0814
H: -0.41 -1.15 -1.16  0.1240
H: -1.29 1.11 1.49  0.0419
H: 0.44 1.79 1.45  0.0527
H: 3.14 0.65 -1.45  0.0509
H: 1.66 1.67 -1.74  0.0608
H: 2.24 -0.50 0.40  0.1045

Calculated values
HOMO	-8.19	eV
total charge	0
F_max	1.6	eV/A
relative energy (zero: lowest compared OMol25 entry of this formula, charge and spin)	145.12	kJ/mol
LUMO energy	1.106	eV
SMILES string	C=CC(=C)NC
frontier orbital gap	9.29	eV

***

Record 7
This record from the Open Molecules 2025 dataset describes an isolated molecule of C5H9N2 in a non-equilibrium geometry. The level of theory is wB97M-V/def2-TZVPD.

Each line ends with the Löwdin charge.
Cartesian coordinates (Å):
C: -1.46 -0.93 1.62  -0.1160
C: -1.35 -0.27 0.24  -0.2080
C: 0.08 -0.23 -0.28  -0.2694
C: 0.59 -0.37 -1.53  -0.0554
N: 1.68 0.51 -1.65  -0.0240
C: 1.76 1.30 -0.53  -0.1947
N: 0.93 0.67 0.41  0.0158
H: -2.52 -0.90 1.91  0.0681
H: -0.89 -0.38 2.36  0.0618
H: -1.24 -1.99 1.64  0.0711
H: -2.02 -0.83 -0.42  0.1024
H: -1.71 0.75 0.18  0.1079
H: 0.47 -0.89 -2.46  0.1104
H: 2.11 0.74 -2.53  0.1312
H: 2.37 2.16 -0.34  0.0789
H: 1.21 0.64 1.37  0.1199

Calculated values
HOMO (alpha / beta)	-4.46 / -8.14	eV
total charge	0
F_max	2.0	eV/A
relative energy (zero: lowest compared OMol25 entry of this formula, charge and spin)	42.64	kJ/mol
multiplicity	2
LUMO energy (alpha / beta)	1.106 / 1.054	eV
frontier orbital gap (alpha / beta)	5.57 / 9.19	eV

***

Record 8
This record from the Open Molecules 2025 dataset describes an isolated ion of composition C5H9N2 and charge +1 in a non-equilibrium geometry. The level of theory is wB97M-V/def2-TZVPD.

Each line ends with the Löwdin charge.
Cartesian coordinates (Å):
C: 0.23 -1.23 -0.09  -0.1185
C: -1.34 0.95 -0.76  -0.0306
C: -0.36 0.93 0.36  -0.0772
C: -1.56 0.01 0.39  -0.1511
C: 2.12 0.15 0.08  -0.0075
N: 0.77 -0.13 0.10  -0.0819
N: -1.08 -1.35 0.08  0.1510
H: 0.86 -2.06 -0.24  0.1693
H: -1.81 1.95 -0.75  0.1333
H: -1.24 0.56 -1.78  0.1423
H: -0.17 1.75 1.20  0.2143
H: -2.28 0.12 1.07  0.1128
H: 2.58 -0.17 0.97  0.0968
H: 2.50 -0.39 -0.92  0.1721
H: 2.19 1.21 -0.03  0.0931
H: -1.43 -2.28 0.33  0.1816

Calculated values
HOMO	-14.33	eV
total charge	+1
F_max	5.6	eV/A
relative energy (zero: lowest compared OMol25 entry of this formula, charge and spin)	312.63	kJ/mol
LUMO energy	-3.216	eV
SMILES string	CN1C=[NH+][C@@H]2C[C@@H]21
frontier orbital gap	11.12	eV

***

Record 9
This record from the Open Molecules 2025 dataset describes an isolated ion of composition C5H9N2 and charge +1 in a non-equilibrium geometry. The level of theory is wB97M-V/def2-TZVPD.

Each line ends with the Löwdin charge.
Cartesian coordinates (Å):
C: 1.49 1.72 -0.13  0.2677
C: 0.28 1.49 -0.54  -0.1021
C: 1.40 -1.03 0.94  -0.1205
C: 0.87 -0.90 -0.43  -0.2883
C: -1.46 -0.13 0.01  0.0243
N: 2.16 -0.40 -0.10  0.1269
N: -0.20 0.11 -0.74  -0.0836
H: 2.23 2.43 0.11  0.0878
H: -0.45 2.25 -0.77  0.1441
H: 0.99 -0.45 1.75  0.1151
H: 1.79 -1.99 1.25  0.1249
H: 0.81 -1.75 -1.10  0.1640
H: -1.85 -1.11 -0.26  0.1188
H: -1.27 -0.11 1.08  0.1112
H: -2.19 0.63 -0.24  0.1118
H: -0.41 0.02 -1.74  0.1979

Calculated values
HOMO (alpha / beta)	-14.04 / -14.04	eV
total charge	+1
F_max	4.6	eV/A
relative energy (zero: lowest compared OMol25 entry of this formula, charge and spin)	626.81	kJ/mol
LUMO energy (alpha / beta)	-4.962 / -4.963	eV
frontier orbital gap (alpha / beta)	9.08 / 9.07	eV

***

Record 10
This record from the Open Molecules 2025 dataset describes an isolated ion of composition C5H9N2 and charge +1 in a non-equilibrium geometry. The level of theory is wB97M-V/def2-TZVPD.

Each line ends with the Löwdin charge.
Cartesian coordinates (Å):
C: 2.05 -0.02 -0.07  -0.0275
C: -0.07 1.31 -0.08  -0.0639
C: 0.08 -1.31 -0.04  -0.0369
C: -0.68 -0.17 -0.05  -0.1667
C: -2.20 -0.28 -0.05  -0.0373
N: 1.36 1.14 0.00  0.0878
N: 1.43 -1.17 -0.05  0.0803
H: 3.16 -0.01 0.19  0.1935
H: -0.55 1.76 0.72  0.1171
H: -0.37 1.68 -0.99  0.1009
H: -0.42 -2.19 -0.03  0.1046
H: -2.43 -1.35 -0.07  0.0813
H: -2.58 0.52 -0.68  0.0846
H: -2.66 -0.01 1.02  0.1396
H: 1.81 2.04 0.12  0.1713
H: 2.06 -1.95 0.04  0.1714

Calculated values
HOMO	-13.11	eV
total charge	+1
F_max	5.9	eV/A
relative energy (zero: lowest compared OMol25 entry of this formula, charge and spin)	222.64	kJ/mol
LUMO energy	-4.170	eV
SMILES string	CC1=C[NH+]=CNC1
frontier orbital gap	8.94	eV

***

Record 11
This record from the Open Molecules 2025 dataset describes C5H9N2 as an isolated structure in a non-equilibrium geometry. The level of theory is wB97M-V/def2-TZVPD.

Each line ends with the Löwdin charge.
Cartesian coordinates (Å):
C: -0.19 0.21 -0.37  -0.1747
C: -0.52 0.82 -1.72  -0.0006
C: 0.65 0.63 0.76  -0.1205
C: -1.43 -0.46 -1.81  -0.1046
C: 1.62 -0.46 2.66  0.0107
N: 0.86 -0.49 1.64  -0.0237
N: -0.86 -0.85 -0.56  0.1532
H: -1.17 1.76 -1.58  0.1682
H: 0.15 0.98 -2.46  0.0876
H: 1.54 0.77 0.12  0.1622
H: 0.16 1.37 1.40  0.1584
H: -2.63 -0.39 -1.74  0.1836
H: -1.16 -1.24 -2.68  0.1724
H: 1.85 -1.30 3.27  0.0736
H: 2.21 0.31 3.07  0.0740
H: -1.07 -1.64 0.01  0.1801

Calculated values
HOMO	-13.87	eV
total charge	+1
F_max	5.7	eV/A
relative energy (zero: lowest compared OMol25 entry of this formula, charge and spin)	403.53	kJ/mol
LUMO energy	-4.096	eV
frontier orbital gap	9.77	eV

***

Record 12
This record from the Open Molecules 2025 dataset describes an isolated ion of composition C5H9N2 and charge +1 in a non-equilibrium geometry. The level of theory is wB97M-V/def2-TZVPD.

Each line ends with the Löwdin charge.
Cartesian coordinates (Å):
C: 2.21 0.32 -0.28  -0.0861
C: 2.05 -0.36 0.98  0.2228
C: 0.81 -0.34 -0.88  -0.0639
C: -1.50 0.28 -0.30  -0.4446
C: -2.52 -0.44 0.63  0.0186
N: -1.63 1.48 -0.70  0.2073
N: -0.32 -0.27 -0.50  0.1691
H: 2.31 1.44 -0.10  0.1627
H: 2.67 -0.12 -1.08  0.0824
H: 2.42 -1.42 0.96  0.1302
H: 1.92 -0.03 2.00  0.1131
H: 1.15 -0.88 -1.88  0.1967
H: -1.33 2.04 -1.41  0.0414
H: -1.82 -0.80 1.42  0.0905
H: -3.20 -1.18 0.18  0.0979
H: -3.22 0.28 0.95  0.0619

Calculated values
HOMO (alpha / beta)	-13.06 / -13.02	eV
total charge	+1
F_max	5.8	eV/A
relative energy (zero: lowest compared OMol25 entry of this formula, charge and spin)	761.46	kJ/mol
LUMO energy (alpha / beta)	-6.903 / -6.963	eV
frontier orbital gap (alpha / beta)	6.15 / 6.06	eV

***

Record 13
This record from the Open Molecules 2025 dataset describes an isolated ion of composition C5H9N2 and charge +1 in a non-equilibrium geometry. The level of theory is wB97M-V/def2-TZVPD.

Each line ends with the Löwdin charge.
Cartesian coordinates (Å):
C: 0.39 0.27 0.47  -0.0442
C: 1.79 2.08 1.36  0.1277
C: 0.65 -2.08 0.09  0.1653
C: -0.68 -1.58 -0.38  -0.1999
C: -1.50 0.76 -0.98  0.0043
N: 1.02 1.25 0.80  0.1144
N: -0.60 -0.14 -0.28  -0.1414
H: 1.41 2.75 2.12  0.1066
H: 2.82 2.18 1.04  0.1053
H: 1.53 -1.84 -0.47  0.0789
H: 0.72 -2.79 0.89  0.0798
H: -0.86 -1.89 -1.42  0.1470
H: -1.51 -1.95 0.22  0.1404
H: -1.65 1.66 -0.38  0.1041
H: -2.45 0.27 -1.13  0.1048
H: -1.09 1.06 -1.95  0.1069

Calculated values
HOMO (alpha / beta)	-13.57 / -13.39	eV
total charge	+1
F_max	2.4	eV/A
relative energy (zero: lowest compared OMol25 entry of this formula, charge and spin)	547.75	kJ/mol
LUMO energy (alpha / beta)	-5.165 / -6.015	eV
frontier orbital gap (alpha / beta)	8.40 / 7.38	eV

***

Record 14
This record from the Open Molecules 2025 dataset describes an isolated ion of composition C5H9N2 and charge +1 in a non-equilibrium geometry. The level of theory is wB97M-V/def2-TZVPD.

Each line ends with the Löwdin charge.
Cartesian coordinates (Å):
C: -0.93 -1.14 -0.33  0.0542
C: -1.98 -0.58 0.30  0.0102
C: 1.56 -0.25 -0.42  -0.1515
C: 0.03 -0.05 -0.69  -0.2752
C: -1.73 0.82 0.39  0.0397
N: -0.58 1.10 -0.14  0.1058
N: 1.75 0.45 0.85  0.0159
H: -0.90 -2.10 -0.83  0.1429
H: -2.86 -1.05 0.62  0.1141
H: 1.91 -1.28 -0.23  0.1301
H: 2.16 0.17 -1.25  0.1300
H: -0.24 -0.02 -1.82  0.2207
H: -2.35 1.53 0.81  0.1347
H: 0.04 1.86 0.16  0.1881
H: 1.38 -0.06 1.54  0.0329
H: 2.74 0.58 1.06  0.1077

Calculated values
HOMO	-13.97	eV
total charge	+1
F_max	4.9	eV/A
relative energy (zero: lowest compared OMol25 entry of this formula, charge and spin)	235.81	kJ/mol
LUMO energy	-5.096	eV
SMILES string	NC[C@H]1C=CC=[NH+]1
frontier orbital gap	8.87	eV

***

Record 15
This record from the Open Molecules 2025 dataset describes an isolated ion of composition C5H9N2 and charge +1 in a non-equilibrium geometry. The level of theory is wB97M-V/def2-TZVPD.

Each line ends with the Löwdin charge.
Cartesian coordinates (Å):
C: 0.94 -0.56 -1.17  0.0086
C: 0.26 0.71 -1.48  -0.0765
C: 0.66 -1.32 1.25  -0.0381
C: -0.33 -2.33 1.61  -0.0353
C: -0.76 2.63 -0.65  -0.1143
N: 0.93 -0.95 0.03  0.1503
N: -0.23 1.33 -0.40  0.0076
H: 1.60 -0.87 -2.03  0.1734
H: 0.29 1.21 -2.39  0.0957
H: 1.29 -0.98 1.99  0.1258
H: -0.48 -3.03 0.70  0.1333
H: -1.30 -1.82 1.69  0.1051
H: -0.29 -2.93 2.61  0.1406
H: -1.80 2.66 -0.19  0.1166
H: -0.53 2.85 -1.67  0.0622
H: -0.24 3.41 0.10  0.1451

Calculated values
HOMO	-14.53	eV
total charge	+1
F_max	6.0	eV/A
relative energy (zero: lowest compared OMol25 entry of this formula, charge and spin)	437.58	kJ/mol
LUMO energy	-5.271	eV
SMILES string	CC=[N+]=C/C=N/C
frontier orbital gap	9.26	eV

***

| no. | total energy (Ha) |
| --- | --- |
| 1 | -250.6195 |
| 2 | -250.4866 |
| 3 | -250.5957 |
| 4 | -250.6220 |
| 5 | -250.5871 |
| 6 | -250.6117 |
| 7 | -305.3226 |
| 8 | -305.1110 |
| 9 | -304.9913 |
| 10 | -305.1452 |
| 11 | -305.0763 |
| 12 | -304.9400 |
| 13 | -305.0214 |
| 14 | -305.1402 |
| 15 | -305.0634 |